(1)
DFT (ωB97M-V with the def2-TZVPD basis set) results for the ion C4H10NO2 with charge +1 at a distorted geometry.

Element x y z (Å)
C  1.1280  0.7765  1.5491
C  1.1372  0.3906  0.0676
N  2.5364  -0.3995  -0.1204
C  0.0044  -0.5979  -0.3527
C  -1.4373  -0.2105  -0.3831
O  -2.2352  -1.1024  -0.5259
O  -1.8701  1.0593  -0.3777
H  1.1843  1.8357  1.7887
H  0.0579  0.5000  1.8330
H  1.6844  0.2703  2.3061
H  1.1094  1.3255  -0.5250
H  2.9021  -0.5374  0.8320
H  2.5612  -1.3324  -0.5220
H  3.1201  0.1714  -0.7308
H  0.1738  -0.9188  -1.3892
H  0.2708  -1.4971  0.2179
H  -2.6678  1.0794  -0.9837

Force components x, y, z for each atom (eV/Å):
-3.67 0.18 0.29
0.18 -0.36 0.33
-0.75 0.90 0.00
2.71 0.41 0.01
-2.30 -1.27 0.11
0.50 -0.06 -0.04
0.58 0.61 -1.14
0.29 0.09 -0.49
1.18 0.56 0.09
0.93 -0.82 -0.01
0.58 -0.79 -0.09
0.33 0.54 -0.54
-0.77 -0.21 -0.41
0.50 0.04 0.45
0.09 0.24 -0.02
-1.19 0.01 0.18
0.82 -0.07 1.29

The energy relative to the best compared isomer or geometry (same formula, charge and spin) is 40.2 kcal per mole. Its multiplicity is 1. The charge is +1. The highest occupied orbital energy comes out at -14.175 eV.

***

(2)
DFT (ωB97M-V with the def2-TZVPD basis set) results for the ion C4H10NO2 with charge +1 at a distorted geometry.

Element x y z (Å)
C  0.6031  -0.8226  0.2541
C  -3.2995  -0.4255  0.1488
C  2.5516  0.4539  0.3708
C  -0.7556  -0.0782  -0.0069
N  1.6145  -0.1999  -0.5180
O  -3.4397  0.3655  -0.8256
O  -2.0456  -0.6652  0.5595
H  0.6058  -1.9442  -0.0292
H  -4.0422  -0.8746  0.8749
H  1.8998  1.0283  1.1714
H  3.1608  -0.2595  0.9149
H  3.1848  1.0830  -0.1440
H  -0.6550  0.8788  0.6418
H  -1.0555  0.0393  -1.1121
H  0.9051  -0.7510  1.2980
H  -4.3567  0.5634  -1.1813
H  2.0497  -0.8527  -1.1738

Force components x, y, z for each atom (eV/Å):
-1.11 -3.19 -0.54
4.75 -0.64 2.69
-2.08 -0.05 2.28
-0.50 1.77 -0.64
0.08 0.47 -0.73
-1.54 0.38 -1.04
-3.33 -0.42 -0.22
-0.70 1.63 0.62
0.39 0.48 -1.41
1.62 -0.75 -1.66
0.18 -0.24 0.33
1.22 1.66 -1.02
-0.44 -1.16 -1.76
1.27 0.26 1.75
-0.67 -0.24 0.19
1.02 -0.45 0.76
-0.16 0.51 0.40

The energy relative to the best compared isomer or geometry (same formula, charge and spin) is 88.3 kcal per mole. Its multiplicity is 1. The charge is +1. The highest occupied orbital energy comes out at -12.431 eV.

***

(3)
DFT (ωB97M-V with the def2-TZVPD basis set) results for the ion C4H10NO2 with charge +1 at a distorted geometry.

Element x y z (Å)
C  -0.6583  0.2023  -2.2710
N  -0.0379  -0.8339  -1.3896
C  0.3621  -0.2743  -0.0710
O  -0.7063  0.3218  0.6392
C  -0.4060  -0.8202  1.3590
O  0.1896  -0.8004  2.5432
C  0.6024  0.4916  3.0538
H  -1.6562  0.3156  -2.0211
H  -0.1985  1.1273  -2.2997
H  -0.5683  -0.1494  -3.2485
H  0.6923  -1.2501  -1.8095
H  -0.7777  -1.6287  -1.2610
H  1.1791  0.2795  -0.1941
H  -1.2418  -1.5910  1.2798
H  1.3518  0.3340  3.8760
H  -0.2010  1.2291  3.2851
H  1.2865  1.0836  2.3645

Force components x, y, z for each atom (eV/Å):
0.40 -1.53 -0.26
-5.47 0.72 2.52
-4.58 -3.74 3.02
-0.15 0.83 -0.39
0.40 -0.32 -2.42
-0.22 1.10 0.22
2.27 1.63 -0.13
-1.87 0.19 0.61
1.40 1.75 0.78
-0.19 -0.78 -1.70
3.60 -1.77 -1.85
1.62 1.72 -0.16
3.42 2.14 0.00
1.57 0.58 -0.01
-1.49 -0.29 -0.34
0.22 -1.21 0.13
-0.95 -1.03 -0.01

The energy relative to the best compared isomer or geometry (same formula, charge and spin) is 105.5 kcal per mole. Its multiplicity is 1. The charge is +1. The highest occupied orbital energy comes out at -13.880 eV.

***

(4)
DFT (ωB97M-V with the def2-TZVPD basis set) results for an isolated molecule of C4H10NO2P at a distorted geometry.

Element x y z (Å)
C  -1.7979  1.0474  0.0881
N  -0.5068  0.4123  0.4589
C  -0.6661  -1.0192  0.6915
C  0.7793  -1.6281  0.7690
O  1.5837  -1.3105  -0.3417
P  1.9283  0.1573  -0.8756
O  2.8199  0.1352  -1.9958
C  0.3575  1.0073  -0.9042
H  -2.4634  0.5742  -0.7743
H  -2.4585  1.0615  1.0913
H  -1.6619  2.1741  -0.1497
H  -1.2174  -1.4461  -0.0973
H  -1.1309  -1.1209  1.5833
H  1.0977  -1.1546  1.7650
H  0.5659  -2.6476  0.7140
H  2.5271  0.6824  0.2273
H  -0.1998  1.0329  -1.7413
H  0.4433  2.0424  -0.5083

Force components x, y, z for each atom (eV/Å):
-2.27 0.98 2.05
-0.32 2.60 -3.37
3.72 1.54 -3.41
-2.03 2.88 1.35
-0.18 -0.26 -0.23
-0.91 -0.48 1.89
1.01 0.07 -2.31
0.81 -0.67 5.86
1.60 0.61 1.59
1.09 -0.18 -2.27
-0.10 -1.96 0.31
-0.90 -0.97 -1.06
-1.53 -0.50 2.90
0.56 -1.25 -1.39
0.66 -1.89 0.59
0.29 0.62 1.01
-1.93 -0.48 -2.96
0.42 -0.64 -0.55

The energy relative to the best compared isomer or geometry (same formula, charge and spin) is 72.1 kcal per mole. Its multiplicity is 1. The charge is 0. The highest occupied orbital energy comes out at -9.561 eV.

***

(5)
DFT (ωB97M-V with the def2-TZVPD basis set) results for a cluster of 2 separate species, C4H10NO2S in total at a distorted geometry.

Element x y z (Å)
N  -0.3320  -2.3050  -2.9118
C  -0.1883  -1.4813  -1.7741
O  -1.2394  -0.8491  -1.4705
O  0.9442  -1.4433  -1.2143
H  0.4182  -3.0068  -3.2116
H  -1.2231  -2.3816  -3.3064
C  -1.1585  1.4284  0.1884
C  0.2321  0.8489  0.5023
C  0.7378  1.0174  1.9582
S  2.1200  -0.1259  2.2807
H  -1.3993  1.4538  -0.9077
H  -1.2387  2.5194  0.5713
H  -1.8840  0.7752  0.6441
H  0.1888  -0.2101  0.2268
H  1.0430  1.3051  -0.1287
H  -0.0580  0.6925  2.6512
H  1.0004  2.0110  2.2501
H  2.0368  -0.2484  3.6518

Force components x, y, z for each atom (eV/Å):
2.97 -1.62 -0.56
0.24 0.24 0.33
0.36 -0.42 -0.14
-0.73 -0.43 -0.66
-1.69 1.76 0.93
-1.18 -0.15 -0.43
0.64 2.07 -0.10
1.00 0.57 -0.32
-1.62 -1.25 0.28
0.34 -0.23 0.55
0.54 -0.24 1.09
-0.12 -1.56 -0.32
-0.51 0.05 0.26
0.32 0.34 0.17
-0.84 -0.42 0.17
0.12 0.16 -0.25
0.28 0.79 -0.12
-0.11 0.32 -0.89

The energy relative to the best compared isomer or geometry (same formula, charge and spin) is 20.8 kcal per mole. Its multiplicity is 1. The charge is -1. The highest occupied orbital energy comes out at -4.170 eV.

***

(6)
DFT (ωB97M-V with the def2-TZVPD basis set) results for a cluster of 2 separate species, C4H10NO2S in total at a distorted geometry.

Element x y z (Å)
C  -0.5781  2.2107  1.3859
N  0.6163  1.4636  1.0223
C  0.5296  0.3449  0.0965
C  -0.2114  0.6919  -1.2141
S  -1.9440  0.1863  -1.1885
C  -0.1337  -0.8359  0.7673
O  0.3081  -1.9716  0.6885
H  -1.1802  1.6322  2.0888
H  -1.2375  2.4027  0.5462
H  -0.2350  3.1643  1.7801
H  1.4676  1.9911  1.0107
H  1.5474  0.0273  -0.1039
H  0.3304  0.2583  -2.0717
H  0.0534  1.7393  -1.4347
H  -1.0318  -0.7264  1.3866
H  1.8266  -2.2461  -0.9688
H  2.5686  -2.0810  0.3347
O  2.7258  -2.2283  -0.6007

Force components x, y, z for each atom (eV/Å):
0.42 -0.29 -0.44
-0.12 -0.44 0.84
-0.28 0.70 -0.22
1.09 -0.05 -0.63
-0.22 0.22 -0.09
-0.35 -1.01 0.12
0.15 0.24 -0.04
0.02 0.29 0.31
-0.08 0.09 -0.38
-0.26 0.05 0.41
-0.04 0.01 -0.33
0.25 -0.01 -0.11
-0.19 -0.62 0.26
-0.71 0.28 0.42
0.07 0.68 0.03
0.29 0.02 0.43
-0.30 -0.05 0.02
0.26 -0.09 -0.58

The energy relative to the best compared isomer or geometry (same formula, charge and spin) is 51.7 kcal per mole. Its multiplicity is 1. The charge is -1. The highest occupied orbital energy comes out at -2.791 eV.